C27H51AlBrN5O3P2 | ωB97M-V with the def2-TZVPD basis set

Structure (XYZ):
```
90
Properties=species:S:1:pos:R:3:forces:R:3:lowdin_charge:R:1
Al 0.16658 -0.47208 0.10585 -0.008 -0.554 0.090 -0.05
C 4.86066 1.56435 -1.68853 -0.090 0.027 -0.011 -0.01
C 3.38532 1.75324 -1.46675 0.202 -0.124 -0.025 -0.21
C 2.76606 2.99359 -1.59154 0.008 0.236 -0.039 0.04
C 1.40764 3.15228 -1.35864 0.077 -0.027 -0.026 -0.03
C 0.70756 2.03080 -0.98710 -0.023 -0.067 -0.017 -0.66
Br -1.13468 2.03997 -0.61620 -0.128 0.215 -0.040 1.00
N 1.27104 0.82515 -0.85755 -0.255 0.143 0.026 0.00
C 2.58553 0.68735 -1.10348 -0.033 -0.010 0.015 -0.02
H 5.25040 2.30537 -2.38392 -0.011 -0.006 0.007 0.09
H 5.07706 0.57424 -2.08712 -0.002 0.000 0.009 0.09
H 5.40071 1.67226 -0.74623 -0.005 0.009 0.003 0.10
H 3.35508 3.85656 -1.88177 -0.016 -0.030 0.007 0.14
H 0.91483 4.10812 -1.46253 0.009 -0.018 0.003 0.13
H 2.99124 -0.31081 -0.99564 -0.013 0.011 -0.005 0.13
N 0.21715 -0.38293 1.77809 0.035 -0.297 -0.095 -0.09
P 0.99664 -0.31038 3.12352 0.178 0.051 0.373 0.61
N 2.40126 -1.20093 3.04802 0.221 -0.166 0.065 -0.19
C 3.13484 -1.46093 1.81807 0.001 0.044 0.190 -0.22
C 4.40485 -0.62102 1.72311 -0.027 0.055 -0.053 -0.18
C 5.29738 -0.89047 2.93181 0.020 -0.068 0.001 -0.18
C 4.52455 -0.68038 4.23005 -0.012 0.027 0.003 -0.16
C 3.23437 -1.48886 4.23303 -0.052 -0.017 -0.121 -0.20
N 1.23482 1.27385 3.51996 0.072 0.242 -0.023 -0.19
C 1.78922 1.69695 4.82232 -0.076 0.013 -0.117 -0.19
C 2.80077 2.81757 4.63030 0.022 0.023 -0.003 -0.17
C 2.13562 4.06703 4.03173 0.019 -0.014 -0.011 -0.18
C 0.91381 3.67892 3.19231 -0.044 0.029 -0.015 -0.17
C 1.11278 2.33427 2.51088 0.070 -0.049 0.113 -0.22
N 0.29276 -0.91794 4.48012 -0.301 -0.156 0.157 -0.20
C -0.86601 -0.20905 5.06522 0.147 -0.113 -0.026 -0.18
C -2.19058 -0.75557 4.54607 0.003 0.011 -0.036 -0.18
C -2.28627 -2.26089 4.77491 0.001 -0.005 0.076 -0.19
C -1.07460 -2.96810 4.17750 -0.019 0.009 -0.052 -0.18
C 0.21780 -2.37281 4.71725 -0.003 0.179 0.013 -0.19
H 2.48033 -1.27816 0.96683 -0.071 0.046 -0.050 0.04
H 3.40522 -2.52614 1.79027 0.008 0.002 0.024 0.13
H 4.12326 0.44047 1.69463 0.008 -0.025 -0.006 0.11
H 4.94006 -0.85221 0.79554 -0.014 0.002 0.020 0.11
H 6.18674 -0.26106 2.90515 -0.001 0.021 -0.004 0.12
H 5.64599 -1.92789 2.88313 0.012 0.015 0.009 0.12
H 4.28028 0.37790 4.34637 0.018 0.035 -0.001 0.09
H 5.13462 -0.96502 5.08900 -0.006 -0.014 -0.010 0.13
H 2.65140 -1.31166 5.13263 0.000 0.054 0.016 0.10
H 3.47382 -2.55927 4.21878 0.019 -0.012 -0.022 0.13
H 2.24233 0.84398 5.32031 0.037 -0.055 -0.022 0.10
H 0.98273 2.04066 5.47884 -0.010 0.010 0.013 0.12
H 3.59456 2.46434 3.96679 0.005 -0.027 -0.009 0.10
H 3.27275 3.04790 5.58572 0.001 0.002 -0.004 0.12
H 2.85593 4.60417 3.41203 0.015 -0.002 0.013 0.11
H 1.83623 4.75651 4.82141 -0.019 -0.015 0.004 0.11
H 0.70102 4.44099 2.43985 0.009 0.002 0.010 0.11
H 0.02248 3.61025 3.82157 0.008 0.002 -0.002 0.12
H 2.00658 2.37560 1.86328 -0.009 0.000 0.028 0.12
H 0.25741 2.10443 1.88211 -0.039 -0.011 -0.021 0.05
H -0.77541 0.85315 4.85327 -0.013 0.016 -0.033 0.10
H -0.81321 -0.33168 6.15131 0.013 -0.027 0.014 0.13
H -2.25969 -0.53444 3.47449 -0.007 -0.005 0.011 0.10
H -3.01088 -0.23483 5.04310 -0.012 -0.004 -0.005 0.12
H -3.21485 -2.65948 4.36170 0.010 0.009 -0.013 0.11
H -2.31795 -2.45801 5.85214 -0.010 -0.002 -0.024 0.12
H -1.07700 -2.84162 3.08961 0.023 -0.015 0.038 0.08
H -1.09989 -4.03896 4.38891 -0.009 0.003 0.010 0.12
H 1.08497 -2.85527 4.27403 -0.019 -0.013 -0.033 0.10
H 0.27268 -2.53132 5.79900 0.006 0.016 0.020 0.13
C -3.09389 -4.13728 -3.55464 -0.110 -0.052 -0.051 -0.06
C -1.76067 -3.48418 -3.76496 0.129 0.091 0.158 -0.22
O -1.21762 -3.09896 -2.43070 0.034 -0.102 0.203 -0.31
P -0.70865 -1.64859 -2.12919 -0.096 -0.209 -0.337 1.02
O -1.40771 -1.25847 -0.62440 -0.131 0.225 -0.137 -0.37
C -2.69817 -1.70688 -0.00611 0.162 0.312 -0.137 -0.15
C -2.58622 -3.10936 0.51291 -0.022 -0.095 0.028 -0.04
O 0.69598 -1.89927 -1.19253 0.298 0.069 -0.142 -0.34
C 1.30610 -3.25052 -0.95121 -0.186 0.260 0.047 -0.17
C 2.27261 -3.55614 -2.05655 0.081 -0.113 -0.037 -0.04
H -3.53606 -4.35716 -4.52733 0.011 -0.024 0.022 0.10
H -3.77713 -3.47693 -3.01923 0.005 0.003 -0.033 0.08
H -2.99503 -5.07298 -3.00639 0.000 0.021 0.013 0.09
H -1.82121 -2.58805 -4.38238 -0.013 0.047 0.024 0.11
H -1.01907 -4.15613 -4.18591 -0.005 -0.049 -0.028 0.13
H -3.45230 -1.57721 -0.77795 -0.059 -0.043 -0.007 0.13
H -2.86343 -0.98027 0.78449 0.007 0.021 0.032 0.12
H -2.51989 -3.84230 -0.28903 -0.007 0.026 0.009 0.08
H -3.48174 -3.31829 1.10104 0.007 -0.044 -0.017 0.11
H -1.72649 -3.21230 1.17437 -0.017 0.027 -0.016 0.07
H 0.49059 -3.96479 -0.87968 -0.029 -0.004 -0.039 0.12
H 1.78064 -3.15845 0.02086 0.036 -0.005 0.032 0.11
H 1.77988 -3.57384 -3.02938 -0.003 -0.004 0.021 0.09
H 2.70052 -4.54514 -1.88244 0.009 0.028 -0.015 0.10
H 3.08940 -2.83493 -2.08713 -0.021 -0.002 0.000 0.08
```
Forces are in eV/Å.

Values from the calculation:
Frontier orbital gap, eV: 7.2
Net charge: +2
ΔE to the lowest compared entry with this formula, charge and spin, kJ/mol: 0.00
Highest occupied orbital energy, eV: -13.08
Spin multiplicity: 1
LUMO level, eV: -5.90


C2H4N3OS | ωB97M-V with the def2-TZVPD basis set

Structure (XYZ):
```
11
Properties=species:S:1:pos:R:3:forces:R:3:lowdin_charge:R:1
C -0.29874 0.07346 0.15305 3.381 -0.486 0.534 -0.24
C -0.46651 1.32838 0.79730 1.514 0.724 0.364 -0.16
N -2.47523 2.46691 1.48538 1.280 -1.532 -0.605 0.18
N -1.19906 -0.65139 -0.32127 -0.434 -2.109 -1.023 0.01
N -1.58070 1.83004 1.14362 -2.495 2.502 0.955 -0.13
O -0.66532 -1.88608 -0.85929 -2.043 1.865 0.932 -0.11
S 2.53466 -2.14900 -1.75278 -0.231 -0.704 -0.261 -0.20
H 0.83400 -0.21634 0.19558 -1.986 0.112 -0.459 0.13
H 0.42680 1.91771 1.08885 -0.851 -0.447 -0.223 0.13
H 2.61855 -1.01376 -1.10686 0.229 0.937 0.465 -0.52
H 0.27155 -1.69993 -0.82357 1.636 -0.860 -0.680 -0.09
```
Forces are in eV/Å.

Values from the calculation:
Frontier orbital gap, eV: 5.7
Net charge: -1
ΔE to the lowest compared entry with this formula, charge and spin, kJ/mol: 122.33
Highest occupied orbital energy, eV: -3.01
Spin multiplicity: 1
LUMO level, eV: 2.72


C3H3NO3S | ωB97M-V with the def2-TZVPD basis set

Structure (XYZ):
```
11
Properties=species:S:1:pos:R:3:forces:R:3:lowdin_charge:R:1
C 2.57258 -0.82734 0.10916 1.077 0.423 -0.197 0.02
N 1.83548 0.17275 -0.08609 0.022 0.358 -0.073 0.05
O 0.49467 -0.25646 -0.12073 0.348 -0.794 0.173 -0.06
C -0.38052 0.73531 -0.19982 -0.564 1.107 0.022 -0.49
O -0.14522 1.90168 -0.35093 -0.333 -0.873 0.094 0.15
C -1.80616 0.15540 -0.02978 -0.236 0.221 -0.095 -0.76
O -2.63404 1.16789 0.25535 0.508 -0.485 -0.231 0.03
S -2.26325 -1.40171 -0.19976 0.301 0.732 0.054 0.77
H 3.65508 -0.61131 0.13549 -0.725 -0.203 0.057 0.09
H 2.19316 -1.82611 0.19992 -0.143 -0.461 0.103 0.09
H -3.52178 0.78990 0.28718 -0.255 -0.024 0.094 0.10
```
Forces are in eV/Å.

Values from the calculation:
Frontier orbital gap, eV: 8.7
Net charge: 0
ΔE to the lowest compared entry with this formula, charge and spin, kJ/mol: 277.69
Structure (SMILES): C=NOC(=O)C(O)=S
Highest occupied orbital energy, eV: -9.44
Spin multiplicity: 1
LUMO level, eV: -0.76


C21H14N14O6S2Sn | ωB97M-V with the def2-TZVPD basis set

Structure (XYZ):
```
58
Properties=species:S:1:pos:R:3:forces:R:3:lowdin_charge:R:1
Sn 0.28258 0.89433 0.17935 -2.956 -0.125 -1.376 1.29
N -3.45166 1.27743 -0.28225 -0.418 0.209 -0.211 0.16
C -2.97014 1.33377 0.98522 -0.357 -0.181 0.249 -0.46
N -3.73772 1.46837 2.05469 0.405 -0.061 -0.101 0.05
N -2.89025 1.43391 3.09931 1.153 0.061 -0.675 -0.05
N -1.66384 1.29681 2.67450 -0.851 -0.032 0.917 -0.07
N -1.68379 1.22379 1.32829 1.527 -0.408 -0.077 -0.08
C -2.71662 0.91999 -1.37036 -0.163 0.035 -0.278 -0.47
N -3.23366 0.77421 -2.57751 0.216 -0.038 0.137 0.05
N -2.19074 0.44781 -3.36223 0.895 0.114 0.821 -0.05
N -1.09368 0.40800 -2.65821 -0.709 -0.214 -0.949 -0.06
N -1.39813 0.70536 -1.37917 0.979 -0.482 0.620 -0.11
H -4.43934 1.42483 -0.42542 0.101 -0.064 0.090 0.16
S 2.43291 -2.43451 -2.71567 -0.062 0.035 -0.060 1.13
C 1.57395 -1.70251 -1.43575 0.052 0.022 -0.028 -0.42
N 1.35962 -0.42745 -1.57217 -0.074 0.860 0.784 -0.04
C 1.87637 0.06667 -2.77860 -0.066 0.013 0.236 -0.32
C 1.76986 1.37570 -3.25064 0.002 0.035 0.122 -0.03
C 2.33545 1.68006 -4.46798 0.039 -0.040 0.063 -0.05
C 3.00735 0.70088 -5.21817 -0.028 0.068 -0.019 -0.07
C 3.10312 -0.59598 -4.76860 -0.014 -0.160 0.064 -0.08
C 2.52184 -0.90494 -3.53544 0.025 -0.068 -0.009 -0.45
H 1.24740 -2.27028 -0.57075 0.051 0.121 -0.117 0.09
H 1.22047 2.11489 -2.67797 0.022 -0.011 -0.102 0.06
H 2.24743 2.68531 -4.86002 0.011 -0.037 0.020 0.11
H 3.44485 0.96906 -6.17180 -0.031 -0.024 0.035 0.11
H 3.59982 -1.36092 -5.35313 -0.018 0.066 0.024 0.11
C 4.47495 5.62849 0.05465 -0.089 -0.099 0.077 -0.01
C 3.63896 4.40919 0.28523 -0.489 0.245 -0.226 -0.28
C 4.13227 3.26586 0.91793 -0.197 -0.175 0.026 0.01
C 3.28778 2.18459 0.99632 0.390 -0.538 0.284 -0.08
N 2.04062 2.21669 0.51949 0.027 0.120 -0.077 -0.07
C 1.61089 3.39474 -0.01978 -0.956 0.466 -0.425 -0.82
S -0.04133 3.42396 -0.56162 1.122 -1.291 0.556 0.73
N 2.37514 4.46681 -0.16286 0.769 -0.087 0.295 0.13
H 5.43762 5.56665 0.55797 -0.027 0.002 -0.009 0.08
H 3.92687 6.50598 0.39719 0.032 -0.011 0.011 0.09
H 4.63626 5.75296 -1.01762 -0.001 -0.027 0.010 0.10
H 5.13475 3.22563 1.31877 -0.049 -0.063 -0.038 0.12
H 3.59962 1.24417 1.43975 0.014 0.053 -0.001 0.13
O 1.22903 -2.77286 2.25564 -0.099 -0.012 -0.365 0.13
C 1.14254 -1.57526 2.21885 0.134 0.517 0.475 -0.52
O 0.71294 -0.91587 1.14450 -0.337 1.044 -0.460 -0.19
C 1.61826 -0.74709 3.39489 -0.098 0.377 -0.298 -0.08
C 1.27586 0.59149 3.52598 0.181 -0.001 -0.211 0.03
C 1.86523 1.35871 4.51010 -0.101 0.009 -0.139 -0.10
C 2.74460 0.81972 5.41924 0.182 0.262 0.334 0.09
C 3.03715 -0.52148 5.29698 0.131 -0.065 0.090 -0.10
C 2.50507 -1.31017 4.30042 0.022 -0.373 -0.062 0.09
N 4.01354 -1.11686 6.24468 0.064 -0.096 0.048 -0.34
O 4.53388 -0.37361 7.05178 -0.129 -0.058 -0.143 0.09
O 4.23255 -2.30644 6.14439 -0.078 0.202 -0.033 0.10
N 1.60654 2.81759 4.52388 0.024 0.102 0.134 -0.33
O 1.08573 3.29769 3.53606 0.078 -0.130 0.041 0.08
O 1.96639 3.44241 5.50040 -0.065 -0.194 -0.153 0.10
H 0.54346 1.05227 2.88726 -0.163 0.125 0.049 0.05
H 3.20445 1.42188 6.18830 -0.008 0.017 0.006 0.14
H 2.78829 -2.34902 4.20938 -0.016 -0.015 0.024 0.14
```
Forces are in eV/Å.

Values from the calculation:
Frontier orbital gap, eV: 6.2
Net charge: 0
ΔE to the lowest compared entry with this formula, charge and spin, kJ/mol: 113.09
Highest occupied orbital energy, eV: -8.38
Spin multiplicity: 1
LUMO level, eV: -2.20


C3HNO | ωB97M-V with the def2-TZVPD basis set

Structure (XYZ):
```
6
Properties=species:S:1:pos:R:3:forces:R:3:lowdin_charge:R:1
C -0.25798 1.23377 -0.11556 2.638 -5.564 -0.170 -0.32
C -0.80340 2.30824 -0.03778 -2.068 4.201 0.220 -0.01
C -0.28976 -1.10127 -0.10942 1.504 3.664 0.330 -0.24
N 0.32724 0.00065 -0.11647 0.287 -0.594 0.406 0.00
O -0.81676 -2.09428 -0.09831 -0.860 -2.064 -0.183 0.30
H 1.84067 -0.34711 0.47754 -1.500 0.357 -0.603 0.27
```
Forces are in eV/Å.

Values from the calculation:
Frontier orbital gap (spin up / spin down), eV: 8.2 / 6.6
Net charge: 0
ΔE to the lowest compared entry with this formula, charge and spin, kJ/mol: 670.57
Highest occupied orbital energy (spin up / spin down), eV: -9.86 / -9.61
Spin multiplicity: 1
LUMO level (spin up / spin down), eV: -1.64 / -3.06


C16H25B2Br2FNO8S | ωB97M-V with the def2-TZVPD basis set

Structure (XYZ):
```
56
Properties=species:S:1:pos:R:3:forces:R:3:lowdin_charge:R:1
C -3.66125 0.24732 1.60143 -0.562 -0.540 0.659 -0.04
O -3.32371 1.52768 1.00022 1.285 -0.773 -0.984 0.00
B -2.34156 1.36287 0.00814 -1.274 0.627 0.543 -0.58
O -2.62537 1.77959 -1.28902 1.156 0.550 1.704 0.11
C -0.91515 0.68444 0.42141 -0.267 -1.539 -1.132 0.05
C -0.75588 -0.68409 -0.06194 2.092 0.509 0.919 -0.14
O -1.73884 -1.32894 -0.78364 0.725 1.391 0.443 0.00
C 0.48438 -1.41277 0.20803 -0.795 2.036 1.046 0.10
C 0.60273 -2.85553 -0.33985 -0.214 -1.515 0.355 -0.51
O 1.45885 -3.24412 -1.07525 0.246 1.344 0.308 0.13
O -0.41933 -3.75210 0.04115 0.534 2.548 -1.436 -0.41
S -1.07606 -4.38858 -1.43024 -0.493 -0.781 -0.202 0.86
C 1.52190 -0.68477 0.94600 -1.585 -0.106 -0.961 -0.02
C 2.84765 -1.46012 1.22740 -0.410 -0.443 0.180 -0.07
C 2.76801 -2.27444 2.59614 0.951 -0.141 -1.202 -0.12
O 2.10814 -3.53651 2.27336 -1.069 1.585 1.747 -0.04
C 0.97817 -3.74385 3.04504 -1.060 -1.146 -0.255 -0.33
O 0.29167 -4.70509 2.87510 0.524 0.215 -0.080 0.11
C 1.25700 0.68781 1.39228 0.557 -1.282 0.014 0.03
B 2.50649 1.39049 2.18358 0.892 1.326 0.667 -0.40
C 3.87527 1.76408 1.42454 -0.589 -0.430 -0.576 -0.02
O 2.43844 1.72189 3.54993 -0.245 -1.600 -1.508 0.13
N 0.05768 1.35094 1.15247 0.330 -3.118 -0.502 0.02
C -0.20457 2.71298 1.61990 -0.354 2.942 0.009 -0.08
C -0.04801 3.80969 0.44515 -0.729 -1.122 -0.554 -0.09
C 0.74195 3.29579 -0.79882 -0.112 1.998 -0.361 -0.16
F 2.13329 3.26659 -0.51173 -1.247 -0.539 -0.081 -0.06
H -2.83813 -0.16260 2.25419 -0.694 0.511 -0.654 0.11
H -3.89564 -0.49807 0.79402 0.146 0.620 0.843 0.11
H -4.57222 0.41186 2.23776 0.952 -0.169 -0.697 0.11
H -3.12212 2.61677 -1.21113 -0.387 -0.645 -0.400 0.14
H -1.84311 -0.86953 -1.65063 -0.183 -0.398 0.292 -0.01
H -0.83442 -3.44661 -2.41811 0.057 -0.189 1.128 -0.12
H 3.76909 -0.83828 1.14424 -0.916 -0.265 0.313 0.11
H 2.95110 -2.25692 0.43674 -0.094 0.946 0.740 0.13
H 3.80812 -2.56759 2.90962 -1.060 0.594 -0.093 0.15
H 2.21066 -1.72653 3.39549 0.592 -0.450 -0.551 0.12
H 0.61445 -3.02193 3.83610 1.227 0.109 -0.766 0.16
H 4.66488 1.02939 1.74575 -0.558 0.851 -0.104 0.08
H 4.22035 2.80798 1.63776 -0.266 -0.951 -0.037 0.09
H 3.74378 1.64651 0.31545 0.301 0.197 0.985 0.07
H 1.92531 1.03581 4.01493 -0.163 0.769 0.115 0.11
H 0.43821 3.07611 2.45472 -0.083 -1.155 -0.628 0.14
H -1.25248 2.86334 2.00667 0.994 -0.921 -0.413 0.15
H -1.09414 4.03272 0.08020 1.078 -0.138 0.222 0.12
H 0.35611 4.77803 0.82968 -0.124 -0.994 -0.252 0.13
H 0.62526 4.08254 -1.59897 0.112 -0.831 0.725 0.14
H 0.36232 2.34566 -1.24573 0.630 0.467 0.649 0.12
Br -1.49010 0.15487 -3.68580 0.218 0.230 -0.218 0.78
C -1.95464 -0.23629 -5.53994 -0.166 -0.014 -0.142 -0.64
C -2.98692 -1.32991 -5.62583 0.072 -0.287 -0.101 -0.68
Br -2.19090 -3.07973 -5.31145 -0.046 0.071 0.091 0.64
H -1.02719 -0.47915 -6.05357 -0.079 -0.061 0.095 0.06
H -2.34967 0.69868 -5.93591 -0.008 -0.035 0.115 0.07
H -3.40499 -1.38307 -6.63048 0.070 0.079 0.040 0.07
H -3.79481 -1.21531 -4.90657 0.088 0.066 -0.054 0.06
```
Forces are in eV/Å.

Values from the calculation:
Frontier orbital gap, eV: 6.7
Net charge: +1
Highest occupied orbital energy, eV: -11.40
Spin multiplicity: 1
LUMO level, eV: -4.66